1.
Entry from OMol25: a molecular structure, C25H34AsN2O4Rb in a non-equilibrium geometry (ωB97M-V/def2-TZVPD).

Cartesian coordinates (Å):
Rb  -0.21  0.15  0.42
O  -2.00  -1.07  -1.66
C  -2.85  -1.82  -0.75
C  -2.12  -1.65  0.63
O  -2.65  -0.92  1.48
O  -0.97  -2.15  0.72
C  -4.23  -1.18  -0.68
C  -4.37  0.18  -0.91
C  -5.62  0.79  -0.82
C  -6.73  0.04  -0.49
C  -6.60  -1.31  -0.24
C  -5.36  -1.92  -0.34
C  -2.93  -3.26  -1.26
C  -3.57  -3.47  -2.48
C  -3.64  -4.74  -3.04
C  -3.08  -5.82  -2.37
C  -2.47  -5.62  -1.14
C  -2.38  -4.34  -0.59
H  -2.25  -1.35  -2.54
H  -3.50  0.76  -1.16
H  -5.71  1.86  -1.00
H  -7.71  0.52  -0.42
H  -7.47  -1.90  0.03
H  -5.26  -2.98  -0.14
H  -4.04  -2.64  -3.00
H  -4.14  -4.89  -3.99
H  -3.14  -6.81  -2.79
H  -2.04  -6.46  -0.61
H  -1.88  -4.19  0.35
N  -0.93  3.02  -0.24
C  -1.14  3.34  -1.65
C  0.15  3.22  -2.44
N  0.62  1.83  -2.50
H  -1.80  3.11  0.27
H  -0.28  3.69  0.16
H  -1.54  4.35  -1.81
H  -1.87  2.63  -2.06
H  0.92  3.81  -1.94
H  -0.01  3.65  -3.44
H  1.48  1.78  -3.03
H  -0.06  1.26  -2.99
C  3.49  3.28  -0.33
As  2.52  1.63  0.14
C  3.71  0.41  -0.83
C  3.23  1.36  1.99
C  4.70  1.50  2.16
C  5.55  0.41  2.01
C  6.93  0.55  2.13
C  7.48  1.79  2.43
C  6.64  2.88  2.60
C  5.27  2.74  2.47
H  4.56  3.17  -0.12
H  3.10  4.12  0.24
H  3.36  3.48  -1.39
H  4.76  0.58  -0.56
H  3.60  0.57  -1.90
H  3.45  -0.63  -0.61
H  2.90  0.35  2.28
H  2.69  2.07  2.62
H  5.13  -0.57  1.80
H  7.57  -0.31  2.01
H  8.55  1.90  2.53
H  7.06  3.85  2.85
H  4.62  3.59  2.63
O  -0.14  -0.42  2.95
H  -0.58  -1.05  2.34
H  -0.70  -0.44  3.73

The value obtained for the electronic energy is -99141.684 eV. The charge is 0. As for the spin multiplicity: 1. The value obtained for the lowest unoccupied orbital energy is 0.05 eV.

=====

2.
Entry from OMol25: a molecular structure, C25H34AuN4O2S (ωB97M-V/def2-TZVPD).

Cartesian coordinates (Å):
Au  -0.48  -0.02  0.06
O  -0.29  0.24  2.01
C  0.34  1.29  2.49
C  0.90  1.16  3.77
C  1.50  2.22  4.40
C  1.58  3.48  3.79
C  1.07  3.64  2.54
C  0.45  2.56  1.86
C  -0.05  2.80  0.56
N  -0.62  1.94  -0.21
C  -1.12  2.21  -1.56
C  -0.46  1.23  -2.51
N  -0.54  -0.12  -1.92
C  -0.02  -1.13  -2.54
C  0.19  -2.43  -2.04
C  0.75  -3.39  -2.93
C  0.95  -4.68  -2.54
C  0.56  -5.06  -1.24
C  0.03  -4.16  -0.36
C  -0.12  -2.80  -0.71
O  -0.57  -1.99  0.23
H  0.81  0.19  4.24
H  1.92  2.08  5.39
H  2.04  4.32  4.30
H  1.12  4.60  2.04
H  0.04  3.82  0.19
H  -0.93  3.24  -1.85
H  -2.20  2.04  -1.56
H  0.59  1.50  -2.63
H  -0.95  1.26  -3.48
H  0.29  -0.96  -3.57
H  1.01  -3.08  -3.94
H  1.38  -5.40  -3.23
H  0.68  -6.09  -0.93
H  -0.27  -4.44  0.64
C  5.28  2.99  1.35
C  6.22  1.78  1.42
C  5.84  0.80  2.53
C  4.50  0.10  2.29
N  4.56  -0.74  1.09
C  3.76  -0.67  0.03
S  2.51  0.49  -0.10
N  3.97  -1.53  -0.97
C  5.11  -2.44  -1.11
C  6.44  -1.76  -1.43
C  6.56  -1.20  -2.85
C  5.72  0.04  -3.12
H  5.65  3.72  0.63
H  5.21  3.48  2.33
H  4.27  2.70  1.04
H  7.24  2.12  1.59
H  6.21  1.27  0.46
H  5.78  1.32  3.48
H  6.63  0.04  2.63
H  3.71  0.83  2.14
H  4.24  -0.52  3.14
H  5.29  -1.44  1.09
H  3.37  -1.40  -1.77
H  4.85  -3.15  -1.90
H  5.20  -3.03  -0.19
H  7.22  -2.51  -1.27
H  6.62  -0.95  -0.71
H  6.31  -1.99  -3.57
H  7.61  -0.95  -3.01
H  4.65  -0.17  -3.17
H  6.00  0.49  -4.07
H  5.86  0.80  -2.34

The value obtained for the electronic energy is -51054.123 eV. The charge is +1. As for the spin multiplicity: 1. The value obtained for the lowest unoccupied orbital energy is -3.70 eV. The value obtained for the energy relative to the best compared isomer or geometry (same formula, charge and spin) is 0.119 eV.

=====

3.
Entry from OMol25: a molecular structure, C25H34BCl3N8PtSi (ωB97M-V/def2-TZVPD).

Cartesian coordinates (Å):
Pt  0.13  0.44  0.33
C  2.73  2.06  3.40
C  1.22  1.83  3.47
C  0.62  2.43  4.74
C  0.92  0.37  3.35
C  1.13  -0.62  4.32
C  0.81  -1.80  3.70
N  0.43  -1.55  2.44
N  0.48  -0.20  2.23
B  0.18  -2.67  1.40
N  1.13  -2.44  0.19
C  1.89  -3.33  -0.44
C  2.67  -2.67  -1.37
C  2.33  -1.32  -1.24
N  1.39  -1.21  -0.29
C  2.89  -0.14  -1.99
C  3.37  0.97  -1.06
C  4.04  -0.58  -2.90
N  -1.27  -2.85  0.96
C  -1.95  -4.02  1.06
C  -3.22  -3.82  0.57
C  -3.24  -2.46  0.20
N  -2.06  -1.89  0.42
C  -4.43  -1.71  -0.32
C  -5.53  -1.68  0.74
C  -4.07  -0.29  -0.75
H  2.95  3.13  3.52
H  3.14  1.73  2.45
H  3.24  1.52  4.20
H  0.78  2.33  2.61
H  1.05  1.96  5.63
H  -0.46  2.29  4.77
H  0.83  3.50  4.79
H  1.48  -0.47  5.33
H  0.84  -2.81  4.06
H  0.51  -3.70  1.92
H  1.83  -4.38  -0.18
H  3.40  -3.10  -2.03
H  2.10  0.25  -2.64
H  4.26  0.65  -0.52
H  2.61  1.25  -0.32
H  3.62  1.86  -1.64
H  4.82  -1.08  -2.32
H  4.48  0.29  -3.39
H  3.70  -1.27  -3.68
H  -1.47  -4.89  1.47
H  -4.02  -4.54  0.52
H  -4.81  -2.25  -1.19
H  -5.17  -1.19  1.64
H  -5.85  -2.69  1.01
H  -6.40  -1.13  0.38
H  -3.73  0.29  0.11
H  -4.94  0.22  -1.17
H  -3.27  -0.27  -1.49
N  -1.21  0.37  -3.56
C  -1.00  -0.04  -2.29
N  -0.23  0.79  -1.64
C  0.07  1.83  -2.51
C  0.85  2.97  -2.32
C  0.98  3.82  -3.39
C  0.37  3.56  -4.62
C  -0.41  2.43  -4.82
C  -0.54  1.57  -3.73
H  -1.77  -0.11  -4.24
H  -1.42  -0.94  -1.87
H  1.31  3.18  -1.36
H  1.57  4.72  -3.28
H  0.49  4.26  -5.44
H  -0.89  2.23  -5.77
Cl  -0.16  4.03  0.95
Si  -1.20  2.21  0.85
Cl  -2.26  2.12  2.62
Cl  -2.66  2.69  -0.57

The value obtained for the electronic energy is -87775.735 eV. The charge is 0. As for the spin multiplicity: 1. The value obtained for the lowest unoccupied orbital energy is 0.20 eV. The value obtained for the energy relative to the best compared isomer or geometry (same formula, charge and spin) is 0.000 eV.

=====

4.
Entry from OMol25: a molecular structure, C25H34ClGeN3O4Ti in a non-equilibrium geometry (ωB97M-V/def2-TZVPD).

Cartesian coordinates (Å):
Ti  -1.23  0.40  0.30
C  0.67  0.48  3.29
C  -0.27  -0.68  3.17
C  -0.31  -1.58  4.24
C  -1.15  -2.67  4.20
C  -1.97  -2.84  3.10
C  -1.92  -1.92  2.08
N  -1.06  -0.85  2.09
C  -2.85  -1.97  0.93
C  -3.88  -2.88  0.79
C  -4.73  -2.76  -0.31
C  -4.56  -1.73  -1.22
C  -3.52  -0.84  -1.02
N  -2.68  -1.00  0.02
C  -3.22  0.33  -1.88
C  -3.99  0.65  -2.98
C  -3.65  1.77  -3.73
C  -2.53  2.49  -3.39
C  -1.75  2.10  -2.30
C  -0.46  2.81  -2.07
N  -2.12  1.05  -1.53
H  1.63  0.14  3.68
H  0.27  1.20  4.01
H  0.84  1.02  2.36
H  0.33  -1.40  5.09
H  -1.17  -3.37  5.03
H  -2.65  -3.68  3.05
H  -4.04  -3.67  1.51
H  -5.54  -3.47  -0.44
H  -5.24  -1.63  -2.05
H  -4.85  0.05  -3.25
H  -4.25  2.06  -4.59
H  -2.23  3.35  -3.96
H  0.30  2.37  -2.72
H  -0.11  2.77  -1.04
H  -0.55  3.86  -2.35
O  -2.41  3.71  0.86
Cl  -1.99  2.63  1.63
O  -1.78  2.85  2.98
O  -2.80  1.41  1.37
O  -0.63  2.09  1.00
C  2.62  -0.71  -4.20
C  2.01  -1.11  -2.87
C  3.04  -1.70  -1.91
C  2.43  -2.00  -0.53
Ge  1.83  -0.26  0.15
C  2.62  1.46  -0.36
C  3.42  1.87  0.88
C  3.98  0.64  1.58
C  4.66  0.91  2.90
H  1.88  -0.30  -4.88
H  3.08  -1.57  -4.69
H  3.41  0.04  -4.07
H  1.21  -1.84  -3.03
H  1.53  -0.23  -2.42
H  3.91  -1.05  -1.82
H  3.41  -2.65  -2.30
H  3.14  -2.40  0.20
H  1.57  -2.66  -0.57
H  -0.08  -0.46  -0.64
H  1.88  2.19  -0.67
H  3.25  1.20  -1.22
H  2.78  2.42  1.57
H  4.22  2.55  0.59
H  4.63  0.08  0.91
H  3.10  -0.06  1.81
H  5.54  1.54  2.73
H  5.00  -0.01  3.38
H  4.01  1.45  3.59

The value obtained for the electronic energy is -131258.270 eV. The charge is +3. As for the spin multiplicity: 2. The value obtained for the lowest unoccupied orbital energy (spin up / spin down) is -11.35 / -11.59 eV. The value obtained for the energy relative to the best compared isomer or geometry (same formula, charge and spin) is 4.534 eV.

=====

5.
Entry from OMol25: 4 unconnected molecules or ions with the total composition C25H34ClN4O10P2S in a non-equilibrium geometry (ωB97M-V/def2-TZVPD).

Cartesian coordinates (Å):
C  3.33  -2.17  1.64
S  2.15  -0.91  2.22
O  1.00  -1.48  2.96
O  2.91  -0.02  3.15
P  1.46  0.42  0.68
C  0.33  -0.33  -0.57
C  0.72  -1.77  -1.02
C  1.18  -1.83  -2.51
Cl  2.74  -2.76  -2.65
C  2.88  1.37  -0.08
C  3.36  0.77  -1.46
O  2.85  1.52  -2.55
C  4.93  0.90  -1.51
N  5.55  -0.28  -0.87
P  0.23  1.94  1.74
O  -0.88  1.15  2.40
H  3.80  -2.56  2.56
H  4.11  -1.77  0.98
H  2.84  -3.03  1.14
H  -0.69  -0.33  -0.15
H  0.29  0.34  -1.46
H  -0.19  -2.38  -0.96
H  1.47  -2.27  -0.38
H  0.43  -2.28  -3.18
H  1.38  -0.80  -2.84
H  3.74  1.44  0.60
H  2.46  2.37  -0.31
H  3.14  -0.30  -1.57
H  2.97  2.46  -2.37
H  5.27  1.80  -0.97
H  5.28  0.92  -2.55
H  5.36  -0.21  0.12
H  5.16  -1.14  -1.24
H  -0.23  2.79  0.70
H  1.07  2.59  2.69
C  -3.46  -0.27  -6.90
C  -2.40  0.62  -6.77
C  -1.78  0.79  -5.54
C  -2.22  0.04  -4.45
C  -3.28  -0.85  -4.57
C  -3.90  -1.00  -5.80
N  -1.56  0.19  -3.17
O  -0.64  1.00  -3.09
O  -1.94  -0.49  -2.24
H  -3.94  -0.40  -7.86
H  -2.06  1.19  -7.62
H  -0.96  1.48  -5.44
H  -3.63  -1.42  -3.72
H  -4.72  -1.70  -5.91
C  -3.04  -4.78  2.90
C  -1.85  -4.54  2.24
C  -1.67  -4.99  0.94
C  -2.70  -5.68  0.31
C  -3.90  -5.93  0.97
C  -4.07  -5.48  2.27
N  -2.52  -6.13  -1.06
O  -1.45  -5.90  -1.60
O  -3.44  -6.70  -1.60
H  -3.18  -4.42  3.91
H  -1.05  -3.99  2.73
H  -0.74  -4.80  0.43
H  -4.69  -6.47  0.48
H  -5.00  -5.67  2.79
C  -0.68  6.51  6.41
C  0.51  6.72  5.74
C  0.68  6.25  4.45
C  -0.37  5.57  3.84
C  -1.57  5.35  4.50
C  -1.72  5.82  5.80
N  -0.22  5.10  2.47
O  0.85  5.29  1.91
O  -1.16  4.53  1.95
H  -0.81  6.88  7.42
H  1.32  7.26  6.23
H  1.61  6.43  3.93
H  -2.38  4.81  4.03
H  -2.65  5.65  6.33

The value obtained for the electronic energy is -94830.480 eV. The charge is +1. As for the spin multiplicity: 1. The value obtained for the lowest unoccupied orbital energy is -3.78 eV.

=====

6.
Entry from OMol25: 7 unconnected molecules or ions with the total composition C25H34F15NO13 in a non-equilibrium geometry (ωB97M-V/def2-TZVPD).

Cartesian coordinates (Å):
C  -40.41  28.59  30.12
C  -39.86  29.57  31.13
O  -38.45  29.36  31.32
C  -38.02  28.39  32.13
O  -38.73  27.54  32.62
C  -36.49  28.47  32.33
F  -35.95  29.21  31.36
F  -36.26  29.02  33.53
F  -36.01  27.18  32.24
H  -40.46  27.58  30.52
H  -39.92  28.73  29.16
H  -41.48  28.76  29.98
H  -40.42  29.50  32.06
H  -39.98  30.58  30.73
C  -30.99  26.44  40.06
C  -30.34  25.76  41.18
O  -30.99  26.14  42.35
C  -31.37  25.27  43.29
O  -31.23  24.08  43.15
C  -31.92  25.89  44.57
F  -31.18  27.01  44.92
F  -33.18  26.33  44.20
F  -32.11  25.03  45.58
H  -32.04  26.18  39.91
H  -30.39  26.36  39.15
H  -30.98  27.51  40.27
H  -29.29  26.01  41.35
H  -30.22  24.68  41.12
C  -21.68  25.07  27.66
C  -22.96  24.27  27.92
O  -22.85  23.01  27.37
C  -23.94  22.14  27.38
O  -25.07  22.44  27.79
C  -23.62  20.80  26.64
F  -22.36  20.77  26.21
F  -23.85  19.81  27.49
F  -24.48  20.64  25.67
H  -20.86  24.57  28.16
H  -21.79  26.06  28.11
H  -21.45  25.07  26.59
H  -23.83  24.76  27.49
H  -23.19  24.31  28.98
C  -31.46  32.99  24.01
C  -31.27  34.00  22.85
O  -31.23  35.36  23.15
C  -30.20  35.90  23.67
O  -29.33  35.21  24.29
C  -29.99  37.45  23.46
F  -31.14  38.10  23.28
F  -29.42  38.00  24.60
F  -29.20  37.66  22.39
H  -32.43  33.22  24.45
H  -30.62  32.99  24.71
H  -31.40  32.00  23.58
H  -32.06  33.79  22.13
H  -30.36  33.70  22.34
C  -26.40  31.24  37.05
C  -27.20  32.38  36.36
O  -26.66  32.55  35.10
C  -27.42  32.57  33.96
O  -28.65  32.65  33.88
C  -26.55  32.62  32.72
F  -27.20  33.33  31.80
F  -25.41  33.38  32.91
F  -26.38  31.41  32.18
H  -26.16  30.44  36.36
H  -26.96  31.00  37.95
H  -25.42  31.60  37.37
H  -27.08  33.37  36.81
H  -28.25  32.11  36.40
C  -34.23  17.43  31.44
O  -33.34  17.98  32.35
C  -33.03  19.30  32.35
O  -33.40  20.10  31.49
O  -32.06  19.48  33.26
C  -31.30  20.67  33.34
H  -34.05  16.36  31.36
H  -34.13  18.02  30.53
H  -35.24  17.61  31.81
H  -31.85  21.44  33.89
H  -31.03  21.05  32.36
H  -30.33  20.54  33.83
C  -29.81  27.03  29.33
C  -29.40  26.85  30.74
N  -29.04  26.71  31.83
H  -29.51  26.13  28.79
H  -29.53  27.98  28.86
H  -30.89  27.04  29.29

The value obtained for the electronic energy is -95344.188 eV. The charge is 0. As for the spin multiplicity: 1. As for the SMILES: CCOC(=O)C(F)(F)F.CCOC(=O)C(F)(F)F.CCOC(=O)C(F)(F)F.CCOC(=O)C(F)(F)F.CCOC(=O)C(F)(F)F.COC(=O)OC.CC#N. The value obtained for the lowest unoccupied orbital energy is 0.42 eV. The value obtained for the energy relative to the best compared isomer or geometry (same formula, charge and spin) is 0.000 eV.